[1]
# C35H16BrF15GeN3O2PdS

C35H16BrF15GeN3O2PdS as an isolated structure (ωB97M-V/def2-TZVPD, OMol25).

Its total energy is -226746.2192 eV. As for the HOMO-LUMO gap: 0.24219 Eh. The calculation puts the HOMO energy at -11.223 eV. For the relative energy (zero: lowest compared OMol25 entry of this formula, charge and spin), the calculation gives 117.3 kJ/mol.

```
! RIJCOSX wB97M-V def2-TZVPD def2/J DEFGRID3
* xyz 1 1
Pd 0.07 0.28 -1.59
C 3.94 1.25 -4.14
C 3.03 0.43 -3.28
O 1.85 0.69 -3.17
C 3.70 -0.71 -2.59
C 3.25 -1.59 -1.68
C 4.10 -2.66 -1.10
N 1.87 -1.50 -1.19
N 1.65 -2.42 -0.39
C 0.29 -2.38 0.25
O -0.31 -1.34 0.34
C -0.15 -3.68 0.77
C -1.45 -3.76 1.27
C -1.91 -4.96 1.78
C -1.07 -6.07 1.81
C 0.22 -5.99 1.32
C 0.69 -4.79 0.79
H 3.38 2.05 -4.62
H 4.43 0.62 -4.88
H 4.74 1.68 -3.52
H 4.74 -0.82 -2.87
H 5.12 -2.55 -1.46
H 3.74 -3.65 -1.37
H 4.10 -2.62 -0.01
H -2.08 -2.88 1.27
H -2.92 -5.03 2.18
H -1.44 -7.00 2.21
H 0.87 -6.85 1.35
H 1.70 -4.72 0.42
Br -3.30 -3.72 -5.62
C -2.38 -2.56 -4.48
C -2.80 -2.38 -3.17
C -2.09 -1.52 -2.36
N -1.01 -0.86 -2.80
C -0.61 -1.03 -4.07
C -1.26 -1.88 -4.94
H -3.67 -2.90 -2.78
H -2.39 -1.33 -1.34
H 0.26 -0.47 -4.37
H -0.91 -1.99 -5.95
F -2.98 4.67 1.74
C -3.44 3.51 2.23
C -2.76 2.33 1.98
C -3.36 1.17 2.46
F -2.79 -0.02 2.21
C -4.53 1.17 3.20
F -5.05 0.04 3.65
C -5.16 2.38 3.45
F -6.28 2.41 4.15
C -4.61 3.56 2.96
F -5.22 4.72 3.18
Ge -1.16 2.16 0.91
S -1.87 1.28 -0.97
C 0.25 1.15 1.84
C 0.25 0.67 3.13
F -0.79 0.86 3.94
C 1.33 -0.01 3.66
F 1.30 -0.46 4.91
C 2.46 -0.23 2.88
F 3.49 -0.90 3.37
C 2.49 0.24 1.58
F 3.55 0.00 0.80
C 1.39 0.92 1.11
F 1.40 1.31 -0.20
C -0.26 3.88 0.63
C -0.05 4.68 1.74
F -0.47 4.26 2.94
C 0.59 5.91 1.68
F 0.75 6.65 2.77
C 1.07 6.35 0.45
F 1.69 7.51 0.37
C 0.92 5.55 -0.67
F 1.41 5.96 -1.84
C 0.26 4.34 -0.56
F 0.19 3.60 -1.67
*
```

Atom charges from the Mulliken analysis, given in e for atoms 1 to 8: 0.654, -1.608, 0.658, -0.415, -0.559, 0.271, -1.383, 1.498


[2]
# C35H21BrCaClF4N2OPS3

C35H21BrCaClF4N2OPS3 as an isolated structure at a distorted geometry (ωB97M-V/def2-TZVPD, OMol25).

Its total energy is -195320.0484 eV. As for the HOMO-LUMO gap (spin up / spin down): 0.14428 / 0.15470 Eh. The calculation puts the HOMO energy (spin up / spin down) at 0.026 / -0.256 eV.

```
! RIJCOSX wB97M-V def2-TZVPD def2/J DEFGRID3
* xyz -2 1
Ca 0.73 0.79 -1.63
Cl -0.63 6.09 3.12
C 0.07 4.88 2.11
C 1.43 4.64 2.16
C 1.97 3.66 1.33
C 1.23 2.86 0.43
O 1.88 1.99 -0.26
C -0.19 3.14 0.42
C -1.28 2.49 -0.42
N -1.07 1.55 -1.26
C -1.88 0.80 -2.14
C -3.26 1.05 -2.17
C -4.10 0.33 -3.02
C -3.56 -0.65 -3.84
C -2.18 -0.93 -3.83
C -1.71 -1.94 -4.70
C -0.37 -2.28 -4.75
C 0.49 -1.59 -3.93
N 0.08 -0.63 -3.09
C -1.27 -0.24 -3.00
C -0.74 4.14 1.26
H 2.08 5.20 2.82
H 3.05 3.49 1.38
H -2.30 2.87 -0.25
H -3.70 1.81 -1.54
H -5.16 0.54 -3.03
H -4.23 -1.20 -4.49
H -2.41 -2.48 -5.34
H -0.01 -3.06 -5.41
H 1.55 -1.80 -3.91
H -1.80 4.35 1.24
F 3.78 -5.75 1.31
C 3.05 -4.62 1.22
C 2.30 -4.20 2.31
F 2.32 -4.91 3.45
C 1.55 -3.03 2.23
F 0.87 -2.64 3.32
C 1.52 -2.28 1.06
P 0.62 -0.75 0.71
C -1.10 -1.29 0.98
C -1.90 -1.48 -0.15
C -3.22 -1.93 -0.04
C -3.76 -2.18 1.21
C -2.99 -2.00 2.35
C -1.67 -1.55 2.24
C 1.11 0.33 2.09
C 2.48 0.45 2.41
C 2.91 1.30 3.43
C 1.99 2.06 4.14
C 0.64 1.98 3.82
C 0.21 1.14 2.79
C 2.31 -2.71 -0.01
Br 2.29 -1.59 -1.52
C 3.06 -3.88 0.06
F 3.81 -4.28 -0.99
H -1.50 -1.29 -1.15
H -3.82 -2.07 -0.94
H -4.79 -2.53 1.30
H -3.41 -2.20 3.33
H -1.09 -1.42 3.15
H 3.23 -0.11 1.86
H 3.97 1.37 3.66
H 2.32 2.72 4.93
H -0.09 2.59 4.35
H -0.85 1.14 2.54
S 4.11 1.00 -4.74
C 2.79 1.12 -4.19
S 1.87 -0.26 -3.87
S 2.44 2.34 -3.07
H -0.09 1.57 0.15
*
```

Atom charges from the Mulliken analysis, given in e for atoms 1 to 8: 0.378, -0.332, 0.282, -0.731, -0.362, 0.160, -0.633, 0.133


[3]
# C35H23BF9N

A 2-piece molecular cluster, C35H23BF9N overall at a distorted geometry (ωB97M-V/def2-TZVPD, OMol25).

Its total energy is -63290.9790 eV. The SMILES is Fc1cc(F)c(B(c2c(F)cc(F)cc2F)c2c(F)cc(F)cc2F)c(F)c1.Cc1ccc(Cc2c(C)[nH]c3ccccc23)cc1. As for the HOMO-LUMO gap: 0.21274 Eh. The calculation puts the HOMO energy at -7.088 eV. For the relative energy (zero: lowest compared OMol25 entry of this formula, charge and spin), the calculation gives 50.8 kJ/mol.

```
! RIJCOSX wB97M-V def2-TZVPD def2/J DEFGRID3
* xyz 0 1
F 3.12 -6.78 1.11
C 2.59 -5.60 0.65
C 2.74 -5.27 -0.70
C 1.82 -4.36 -1.22
F 2.11 -3.81 -2.45
C 0.68 -3.90 -0.51
B -0.60 -3.34 -1.15
C -0.61 -2.58 -2.51
C 0.16 -1.43 -2.79
F 0.94 -0.93 -1.77
C 0.12 -0.71 -3.98
C -0.76 -1.15 -4.97
F -0.76 -0.51 -6.19
C -1.61 -2.23 -4.76
C -1.51 -2.90 -3.54
F -2.41 -3.93 -3.34
C -1.86 -3.11 -0.26
C -2.47 -1.85 -0.16
F -1.76 -0.75 -0.61
C -3.67 -1.59 0.48
C -4.29 -2.66 1.13
F -5.58 -2.48 1.61
C -3.69 -3.92 1.19
C -2.50 -4.10 0.51
F -1.89 -5.33 0.62
C 0.88 -3.97 0.89
F 0.26 -3.05 1.69
C 1.78 -4.83 1.50
H 3.49 -5.76 -1.33
H 0.77 0.15 -4.13
H -2.33 -2.56 -5.51
H -4.11 -0.59 0.47
H -4.16 -4.74 1.73
H 1.80 -4.96 2.58
C 3.73 4.66 -2.65
C 2.97 3.66 -1.81
C 1.57 3.74 -1.74
C 0.86 2.97 -0.82
C 1.53 2.11 0.08
C 0.62 1.36 1.04
C 0.06 1.90 2.29
C -0.99 1.23 2.97
C -1.29 -0.22 3.00
N -1.78 2.17 3.57
C -1.20 3.44 3.42
C -1.73 4.70 3.68
C -1.02 5.82 3.25
C 0.14 5.67 2.47
C 0.65 4.41 2.18
C -0.02 3.28 2.66
C 2.90 1.88 -0.14
C 3.60 2.65 -1.08
H 4.77 4.38 -2.80
H 3.25 4.82 -3.62
H 3.73 5.65 -2.16
H 1.03 4.40 -2.43
H -0.23 3.06 -0.79
H -0.29 1.38 0.46
H 0.99 0.35 1.19
H -0.71 -0.73 2.22
H -0.97 -0.69 3.95
H -2.35 -0.49 2.85
H -2.69 1.99 4.00
H -2.69 4.79 4.18
H -1.37 6.82 3.49
H 0.65 6.56 2.09
H 1.53 4.28 1.56
H 3.41 1.10 0.44
H 4.66 2.44 -1.26
*
```

Atom charges from the Mulliken analysis, given in e for atoms 1 to 8: -0.292, 0.471, -0.765, -0.214, -0.257, 1.196, 0.458, 0.500


[4]
# C35H25N4O5PdSSb

C35H25N4O5PdSSb as an isolated structure (ωB97M-V/def2-TZVPD, OMol25).

Its total energy is -73736.5798 eV. As for the HOMO-LUMO gap: 0.24280 Eh. The calculation puts the HOMO energy at -14.223 eV. For the relative energy (zero: lowest compared OMol25 entry of this formula, charge and spin), the calculation gives 92.0 kJ/mol.

```
! RIJCOSX wB97M-V def2-TZVPD def2/J DEFGRID3
* xyz 2 1
Pd -0.02 0.32 -0.24
O -3.41 5.06 1.32
C -2.74 3.96 0.98
C -3.28 2.95 0.18
C -2.49 1.86 -0.12
N -1.22 1.82 0.28
C -0.76 2.68 1.19
C -1.47 3.78 1.56
C 0.46 2.16 1.89
O 1.04 2.74 2.76
O 0.79 0.91 1.49
C -2.98 0.51 -0.66
O -4.09 0.44 -1.13
O -2.12 -0.42 -0.44
H -4.30 5.07 0.94
H -4.31 2.94 -0.15
H -1.10 4.46 2.32
N -0.43 -1.96 -3.64
C -1.18 -0.93 -4.20
C -1.90 -0.86 -5.39
C -2.55 0.33 -5.63
C -2.48 1.41 -4.73
C -1.77 1.33 -3.56
C -1.10 0.13 -3.30
N -0.31 -0.27 -2.23
C 0.05 -1.52 -2.47
C 0.83 -2.21 -1.46
C 1.37 -3.44 -1.35
S 2.12 -3.63 0.17
C 1.69 -2.06 0.61
N 1.03 -1.43 -0.33
H -0.30 -2.88 -4.03
H -1.95 -1.69 -6.08
H -3.13 0.44 -6.54
H -3.03 2.31 -4.97
H -1.74 2.16 -2.87
H 1.37 -4.25 -2.07
H 1.92 -1.61 1.57
C 4.19 1.14 -5.30
C 4.76 1.88 -4.27
C 4.19 1.88 -3.01
C 3.04 1.12 -2.79
C 2.46 0.38 -3.81
C 3.04 0.39 -5.07
Sb 2.28 1.33 -0.86
C 3.68 0.69 0.53
C 3.85 1.30 1.77
C 4.85 0.84 2.61
C 5.65 -0.23 2.23
C 5.47 -0.85 1.00
C 4.49 -0.39 0.14
C 1.77 3.35 -0.69
C 0.70 3.79 -1.47
C 0.36 5.13 -1.45
C 1.08 6.03 -0.67
C 2.16 5.58 0.08
C 2.51 4.24 0.07
H 4.63 1.15 -6.28
H 5.66 2.46 -4.45
H 4.65 2.45 -2.21
H 1.56 -0.20 -3.64
H 2.60 -0.18 -5.88
H 3.20 2.10 2.10
H 5.00 1.31 3.57
H 6.42 -0.59 2.90
H 6.10 -1.68 0.70
H 4.37 -0.85 -0.84
H 0.15 3.11 -2.10
H -0.47 5.49 -2.06
H 0.81 7.07 -0.66
H 2.73 6.28 0.68
H 3.36 3.91 0.66
*
```

Atom charges from the Mulliken analysis, given in e for atoms 1 to 8: -0.115, -0.501, 0.611, -0.457, -0.170, 0.201, 0.369, -0.301


[5]
# C35H27Cl5NO7P2Rb

C35H27Cl5NO7P2Rb as an isolated structure (ωB97M-V/def2-TZVPD, OMol25).

Its total energy is -134402.1942 eV. As for the HOMO-LUMO gap: 0.22794 Eh. The calculation puts the HOMO energy at -2.442 eV. For the relative energy (zero: lowest compared OMol25 entry of this formula, charge and spin), the calculation gives 58.6 kJ/mol.

```
! RIJCOSX wB97M-V def2-TZVPD def2/J DEFGRID3
* xyz -2 1
Rb 0.78 3.07 1.49
O 1.02 3.00 5.86
C 1.71 3.62 4.89
O 1.29 4.56 4.26
C 3.08 3.01 4.67
O 3.20 2.80 3.29
C 4.37 2.08 2.94
C 4.41 1.73 1.44
O 5.43 1.07 1.11
O 3.46 2.12 0.73
H 0.10 3.31 5.79
H 3.16 2.07 5.22
H 3.85 3.70 5.04
H 4.42 1.15 3.51
H 5.26 2.68 3.18
Cl 1.41 -0.41 2.56
C -0.04 -0.19 3.55
C -0.53 1.08 3.71
C -1.59 1.18 4.57
Cl -2.24 2.81 4.92
C -2.19 0.11 5.22
Cl -3.55 0.31 6.30
C -1.69 -1.17 4.99
Cl -2.41 -2.55 5.76
C -0.58 -1.33 4.15
Cl 0.06 -2.91 3.88
O -0.65 5.93 -1.66
N -0.09 5.09 -0.95
O -0.52 4.99 0.23
C -1.86 -1.54 -1.53
P -1.10 -0.19 -0.48
C -2.46 1.04 -0.53
C -2.26 2.36 -0.92
C -3.28 3.30 -0.79
C -4.52 2.92 -0.29
C -4.72 1.60 0.12
C -3.70 0.68 0.02
C 0.10 0.53 -1.66
C -0.20 0.78 -3.00
C 0.78 1.28 -3.85
C 2.06 1.53 -3.37
C 2.36 1.30 -2.04
C 1.38 0.81 -1.19
P -1.07 -3.16 -1.13
C -1.46 -4.13 -2.64
C -0.64 -5.21 -2.99
C -0.94 -6.02 -4.07
C -2.09 -5.79 -4.82
C -2.92 -4.73 -4.48
C -2.61 -3.91 -3.40
C 0.69 -2.77 -1.43
C 1.19 -2.41 -2.68
C 2.51 -2.01 -2.81
C 3.34 -1.94 -1.70
C 2.84 -2.29 -0.45
C 1.52 -2.71 -0.32
H -1.80 -1.30 -2.59
H -2.91 -1.60 -1.25
H -1.31 2.69 -1.30
H -3.08 4.32 -1.06
H -5.31 3.65 -0.18
H -5.67 1.30 0.54
H -3.85 -0.33 0.39
H -1.20 0.62 -3.38
H 0.53 1.49 -4.89
H 2.81 1.93 -4.04
H 3.33 1.53 -1.62
H 1.63 0.64 -0.15
H 0.26 -5.39 -2.42
H -0.28 -6.84 -4.33
H -2.33 -6.42 -5.67
H -3.81 -4.53 -5.06
H -3.27 -3.09 -3.16
H 0.55 -2.43 -3.55
H 2.89 -1.71 -3.78
H 4.35 -1.58 -1.79
H 3.47 -2.20 0.43
H 1.13 -2.95 0.66
*
```

Atom charges from the Mulliken analysis, given in e for atoms 1 to 8: 0.849, -0.410, 0.479, -0.568, -0.394, 0.054, -0.437, 0.328


[6]
# C35H27ClNO8

A 3-piece molecular cluster, C35H27ClNO8 overall (ωB97M-V/def2-TZVPD, OMol25).

Its total energy is -67127.9315 eV. As for the HOMO-LUMO gap: 0.21273 Eh. The calculation puts the HOMO energy at -5.342 eV.

```
! RIJCOSX wB97M-V def2-TZVPD def2/J DEFGRID3
* xyz -1 1
C 0.64 -1.99 5.01
C 1.26 -3.18 4.30
O 0.43 -3.52 3.22
C 0.91 -4.65 2.49
C -0.21 -5.60 2.00
Cl -1.74 -4.57 1.86
N -0.53 -6.66 2.90
C 0.17 -7.92 2.71
C 1.68 -7.87 2.76
O 2.31 -8.56 3.52
C 0.09 -6.14 0.54
O 1.27 -5.99 0.17
O -0.87 -6.69 -0.03
H -0.31 -2.30 5.45
H 0.42 -1.23 4.26
H 1.31 -1.60 5.77
H 1.33 -4.01 5.02
H 2.27 -2.92 3.96
H 1.47 -4.31 1.62
H 1.58 -5.21 3.15
H -0.52 -6.36 3.86
H -0.12 -8.59 3.52
H -0.16 -8.40 1.78
H 2.21 -7.19 2.08
C -2.07 -2.08 -0.29
C -1.49 -1.76 -1.52
C -1.79 -0.56 -2.14
C -2.67 0.33 -1.55
C -3.26 0.00 -0.32
C -2.95 -1.20 0.30
C -4.24 0.92 0.32
O -4.76 0.66 1.39
C -4.58 2.19 -0.39
C -5.53 3.04 0.16
C -5.86 4.23 -0.48
C -5.23 4.57 -1.67
C -4.28 3.73 -2.22
C -3.96 2.53 -1.59
C -2.96 1.62 -2.22
O -2.41 1.94 -3.25
H -1.83 -3.02 0.20
H -0.81 -2.46 -1.99
H -1.34 -0.31 -3.09
H -3.40 -1.44 1.26
H -6.01 2.77 1.09
H -6.60 4.89 -0.05
H -5.48 5.50 -2.17
H -3.80 3.98 -3.15
C 6.65 3.36 -1.37
C 6.16 3.39 -0.07
C 4.80 3.58 0.15
C 3.94 3.74 -0.92
C 4.44 3.73 -2.22
C 5.80 3.53 -2.44
C 3.54 3.95 -3.39
O 3.98 3.93 -4.53
C 2.09 4.19 -3.13
C 1.24 4.44 -4.20
C -0.11 4.65 -3.97
C -0.61 4.61 -2.68
C 0.23 4.36 -1.61
C 1.59 4.16 -1.83
C 2.48 3.92 -0.66
O 2.04 3.89 0.47
H 7.71 3.20 -1.54
H 6.83 3.26 0.77
H 4.41 3.59 1.16
H 6.17 3.51 -3.46
H 1.64 4.47 -5.20
H -0.77 4.85 -4.80
H -1.67 4.77 -2.50
H -0.16 4.33 -0.60
*
```

Atom charges from the Mulliken analysis, given in e for atoms 1 to 8: -1.288, -0.230, -0.240, -0.819, 0.899, -0.339, -0.327, -0.713